Below is a molecular structure, C38H19BrCl5F5N7O6RbS, with properties calculated with wB97M-V/def2-TZVPD.

Its energy above the lowest of the compared OMol25 structures with the same formula, charge and spin is 0.000 eV. As for the charge: -2. As for the LUMO energy: 3.39 eV. The value obtained for the total energy is -8090.86489 a.u.

XYZ file:
```
83
Properties=species:S:1:pos:R:3:forces:R:3
Br -21.660 10.698 -11.787 0.09 -0.28 0.02
C -20.251 13.640 -9.472 0.73 -0.99 -0.10
F -10.389 7.311 -9.654 0.60 -0.26 -0.11
O -22.865 15.650 -10.980 0.28 -0.78 0.38
C -20.774 7.338 -8.839 0.68 0.79 0.05
C -11.737 9.138 -9.005 -0.38 -0.93 -0.21
C -11.610 7.813 -9.449 -0.26 0.79 0.10
C -17.985 11.579 -4.620 0.44 0.09 -2.07
H -23.107 13.140 -11.894 -0.36 0.18 -0.40
C -18.376 12.235 -14.530 0.62 -0.28 -1.02
C -21.089 14.708 -9.675 -0.11 0.07 -0.19
C -22.116 14.553 -10.605 0.12 1.56 0.05
N -17.518 13.047 -6.436 -0.24 0.44 0.21
C -21.430 12.346 -10.890 1.32 -0.52 0.22
H -17.989 8.759 -7.153 0.05 0.37 0.06
Cl -19.218 7.192 -9.623 -0.25 0.12 0.20
H -15.242 14.909 -13.198 -0.02 0.10 -0.46
C -18.804 13.862 -16.271 0.14 -0.16 -0.20
C -19.206 14.777 -15.311 -0.25 -0.14 -0.12
C -12.961 9.749 -8.767 -0.67 0.03 0.21
C -18.349 12.598 -15.893 -0.35 0.03 0.82
H -18.260 9.007 -2.454 0.00 0.20 -0.22
H -18.817 12.807 -12.553 0.03 0.25 0.02
C -18.210 11.070 -1.965 0.01 1.78 0.49
C -22.931 6.429 -8.259 0.18 -0.23 -0.50
C -18.193 10.027 -2.839 -0.30 -1.29 0.07
Rb -17.758 10.816 -10.008 -0.04 -0.23 0.08
H -17.979 11.850 -16.588 -0.06 0.18 0.03
N -17.650 10.779 -6.953 -0.40 -0.04 0.48
C -14.053 8.890 -9.015 0.03 0.77 -0.21
N -18.252 9.300 -5.171 0.42 0.29 -1.01
H -18.286 10.959 -0.892 -0.02 -0.49 0.01
O -17.459 10.117 -14.975 0.16 -0.60 -0.48
C -19.185 14.386 -13.989 -0.29 0.47 0.30
S -13.160 11.373 -8.176 0.11 -0.32 -0.17
C -18.817 13.130 -13.586 0.12 -0.39 0.31
F -15.061 6.888 -9.657 -0.72 -0.55 -0.34
C -21.695 6.334 -8.906 -0.01 0.03 0.09
O -20.193 16.349 -13.199 0.79 -1.25 0.16
C -15.126 15.731 -11.227 0.66 0.83 0.26
N -16.530 13.473 -10.489 0.03 -0.76 0.01
O -20.119 9.453 -7.985 0.17 0.15 -0.17
O -18.930 15.194 -11.854 -0.70 0.20 -0.92
C -18.141 10.269 -4.211 -0.24 0.48 0.65
H -15.100 16.135 -9.097 0.10 0.12 0.04
H -17.835 13.623 -4.165 0.05 0.28 -0.10
H -20.890 15.681 -9.220 -0.05 -0.33 -0.03
C -20.982 8.564 -8.110 -0.49 -0.14 0.11
C -13.958 7.604 -9.498 0.49 0.18 0.48
C -16.173 13.654 -11.753 -0.44 0.61 0.37
C -16.414 14.017 -8.129 -0.05 0.21 -0.56
C -15.540 14.810 -12.174 0.77 0.08 0.19
C -23.223 7.609 -7.605 0.16 0.82 0.73
C -17.963 9.631 -6.497 -0.26 -1.61 0.56
N -20.362 12.444 -10.097 -1.36 0.69 -0.27
C -17.757 11.841 -6.066 0.67 0.18 -0.33
C -22.291 8.653 -7.514 -0.25 -0.63 -0.11
Cl -22.608 10.086 -6.593 -0.09 -0.12 -0.09
N -17.363 13.258 -7.790 -0.29 -0.69 -0.21
H -18.837 14.182 -17.310 0.11 -0.21 0.08
C -18.128 12.404 -2.421 0.01 -0.10 0.94
C -15.429 15.479 -9.888 0.33 0.43 -0.39
C -17.956 12.639 -3.756 -0.28 0.27 0.80
F -10.627 9.834 -8.796 0.86 0.12 0.03
H -22.408 16.392 -10.573 -0.20 0.29 -0.14
H -15.777 14.454 -7.378 0.39 0.24 0.25
F -12.583 5.787 -10.233 -0.02 -0.06 0.14
H -19.568 15.748 -15.591 0.03 0.31 0.04
O -17.408 10.879 -12.860 -0.06 -0.08 0.56
C -17.692 10.918 -14.075 -0.34 0.52 -0.17
C -12.713 7.024 -9.719 -0.09 0.71 0.09
Cl -24.056 5.120 -8.346 -0.11 -0.07 0.01
H -16.442 12.869 -12.436 -0.07 -0.28 -0.21
H -18.186 13.238 -1.707 0.12 -0.48 -0.31
C -22.309 13.348 -11.219 -0.31 -0.30 0.23
C -16.139 14.341 -9.566 -0.25 -0.23 0.56
H -14.479 16.621 -11.493 -1.01 -1.10 0.22
Cl -24.753 7.733 -6.774 0.17 0.14 -0.11
H -19.373 13.665 -8.836 -0.10 0.39 0.14
N -19.474 15.365 -12.941 -0.20 1.25 0.70
Cl -21.261 4.950 -9.803 -0.22 -0.85 -0.31
H -18.594 8.386 -4.915 0.20 0.11 -0.33
F -15.294 9.403 -8.845 -0.03 -0.42 0.02
```
Positions in Å, forces in eV/Å.

=====

Below is a single C25H25N5O3S molecule, with properties calculated with wB97M-V/def2-TZVPD.

Its energy above the lowest of the compared OMol25 structures with the same formula, charge and spin is 4.200 eV. As for the LUMO energy: 0.04 eV. The value obtained for the total energy is -1865.32345 a.u. The SMILES is Cc1ccc(-c2nnc(N3CCOCC3)c3ccccc23)cc1S(=O)(=O)NCc1cccnc1.

XYZ file:
```
59
Properties=species:S:1:pos:R:3:forces:R:3
H 3.485 3.171 0.719 0.11 0.03 0.02
C 1.353 -1.418 0.438 0.48 0.34 0.02
O 5.238 3.059 -0.377 0.16 0.08 -0.06
C -1.795 0.391 1.022 0.25 0.02 0.00
N -5.153 0.941 -0.515 0.33 0.27 0.74
C 3.624 -2.125 -0.069 0.05 -0.13 -0.05
C 1.759 -3.519 -0.667 -0.23 0.03 0.05
S -4.213 1.588 0.738 -0.53 0.01 -0.19
C 4.827 1.980 -1.176 0.07 -0.38 -0.10
C -3.266 0.617 -1.976 0.32 -0.02 -0.39
C -3.703 -0.989 1.589 -0.06 -0.20 0.12
C -5.178 -1.172 1.717 -0.14 -0.19 0.12
N 2.289 0.930 1.538 1.41 0.36 -0.41
C -3.154 0.212 1.156 -0.18 0.46 -0.06
H -5.322 0.719 -2.566 0.02 0.09 0.11
H 4.688 -1.969 0.016 0.09 0.03 -0.03
C -4.645 1.199 -1.852 0.24 0.16 -0.30
C -2.818 -2.017 1.898 -0.14 0.11 -0.05
C 4.821 1.733 1.609 0.00 0.39 0.07
H -4.603 2.275 -2.062 -0.03 -0.18 -0.09
C -3.045 -0.747 -1.809 -0.21 0.22 -0.15
H -5.627 -1.265 0.729 -0.08 -0.05 -0.02
C 3.139 -3.302 -0.577 0.23 0.14 0.01
H -5.619 -0.302 2.196 -0.14 -0.13 0.06
H 1.391 -4.425 -1.125 -0.06 -0.07 -0.03
H -5.407 -2.065 2.294 -0.02 -0.04 0.02
C 4.566 3.048 0.868 -0.08 -0.15 0.33
C -1.453 -1.861 1.749 0.07 0.23 -0.06
H -6.111 1.235 -0.393 -0.13 0.08 0.23
C -0.922 -0.660 1.287 -0.47 -0.02 0.14
C 0.877 -2.605 -0.153 0.05 -0.15 -0.06
H 3.748 2.060 -1.390 0.07 -0.01 -0.02
N 1.024 0.612 1.668 -1.43 -0.43 0.13
O -5.130 1.864 1.808 -0.02 -0.21 -0.02
C -0.911 0.831 -2.327 -0.05 -0.01 -0.02
H 0.137 -1.049 -2.237 0.12 0.06 -0.01
C 5.098 0.628 -0.494 -0.03 0.39 -0.43
H -2.283 2.486 -2.343 -0.02 0.11 0.02
C 2.739 -1.133 0.389 -0.52 0.04 0.11
H 5.387 2.055 -2.109 -0.09 -0.05 0.00
H -3.209 -2.956 2.261 -0.08 -0.06 0.05
N -1.855 -1.314 -1.897 0.02 -0.54 0.04
H 4.250 1.712 2.535 0.13 0.04 -0.01
C 0.525 -0.465 1.117 0.46 0.02 0.01
H -0.792 -2.671 2.023 0.05 -0.08 -0.01
H -1.421 1.349 0.699 0.14 0.07 -0.06
C -2.162 1.419 -2.232 -0.08 -0.24 -0.05
O -3.419 2.672 0.234 0.19 -0.23 -0.06
C 3.136 0.155 0.891 -0.54 -0.20 0.23
H -0.033 1.425 -2.527 0.10 0.04 -0.01
H 4.735 -0.168 -1.141 0.08 0.01 0.03
N 4.438 0.586 0.800 0.25 -0.18 0.21
H -0.186 -2.776 -0.212 -0.09 -0.05 -0.05
H 5.890 1.634 1.819 -0.04 0.05 0.02
H 3.822 -4.064 -0.921 0.07 -0.04 -0.01
H -3.869 -1.416 -1.598 -0.18 -0.01 0.06
H 6.174 0.510 -0.333 -0.05 -0.05 -0.08
C -0.814 -0.540 -2.158 0.23 0.24 -0.11
H 4.957 3.895 1.432 -0.07 -0.04 0.03
```
Positions in Å, forces in eV/Å.

=====

Below is a single C5H5FO molecule, with properties calculated with wB97M-V/def2-TZVPD.

Its energy above the lowest of the compared OMol25 structures with the same formula, charge and spin is 0.717 eV. As for the LUMO energy: 1.02 eV. The value obtained for the total energy is -368.57218 a.u. The SMILES is FCc1ccoc1.

XYZ file:
```
12
Properties=species:S:1:pos:R:3:forces:R:3
F 2.355 -0.813 -0.165 0.99 -0.90 0.42
H 2.093 0.796 0.961 0.28 0.69 1.13
H 1.995 0.944 -0.832 -0.51 0.59 0.68
C 1.702 0.384 0.075 -0.34 -1.17 -2.43
O -1.618 -1.220 -0.024 0.85 1.09 -0.25
H 0.095 -2.143 0.003 1.54 -2.08 0.14
C -1.951 0.080 -0.154 -2.56 1.35 1.56
H -0.770 1.945 -0.020 -0.49 1.41 -0.16
H -3.032 0.288 0.114 1.45 -0.16 -1.07
C -0.883 0.911 -0.101 0.86 -2.23 0.46
C 0.262 0.012 0.072 -0.29 3.25 -0.40
C -0.249 -1.185 0.071 -1.77 -1.84 -0.08
```
Positions in Å, forces in eV/Å.

=====

Below is a single C4H9NO molecule, with properties calculated with wB97M-V/def2-TZVPD.

Its energy above the lowest of the compared OMol25 structures with the same formula, charge and spin is 2.025 eV. As for the LUMO energy: 1.04 eV. The value obtained for the total energy is -287.75802 a.u. The SMILES is C=C(N)OCC.

XYZ file:
```
15
Properties=species:S:1:pos:R:3:forces:R:3
H 2.981 -0.291 -0.313 -0.28 0.10 -0.06
H -0.756 -0.485 1.458 0.00 0.36 0.12
C 1.052 -0.430 0.466 -0.22 0.18 0.34
H -1.674 1.247 0.186 0.13 -0.26 -0.14
O 0.507 -0.868 -0.704 -0.29 0.14 0.24
H -0.877 -0.653 -2.093 0.06 0.16 -0.15
H 2.832 -0.089 1.368 -0.08 -0.15 -0.20
N 2.435 -0.463 0.517 -0.09 0.07 -0.11
C -1.838 0.432 -0.524 0.14 -0.12 0.04
H -0.066 0.870 -1.630 -0.04 -0.10 -0.12
H 0.608 0.403 2.368 0.14 -0.18 0.17
C 0.254 -0.110 1.489 0.08 -0.10 0.27
C -0.556 -0.036 -1.257 -0.03 0.05 -0.37
H -2.496 0.828 -1.315 0.24 -0.13 0.10
H -2.405 -0.357 -0.018 0.24 -0.02 -0.13
```
Positions in Å, forces in eV/Å.

=====

Below is 5 unconnected molecules or ions with the total composition CH11NO5, with properties calculated with wB97M-V/def2-TZVPD.

Its energy above the lowest of the compared OMol25 structures with the same formula, charge and spin is 1.140 eV. As for the LUMO energy: 0.14 eV. The value obtained for the total energy is -475.64615 a.u. The SMILES is NC=O.O.O.O.O.

XYZ file:
```
18
Properties=species:S:1:pos:R:3:forces:R:3
H -3.030 -0.716 -2.643 -0.09 0.04 -0.03
C -1.558 0.244 1.238 -0.82 -1.26 0.93
O 0.362 -0.015 -2.284 -0.36 0.10 -0.03
H -1.075 1.981 0.286 0.59 -0.44 0.17
H 2.360 -2.531 0.155 0.00 -0.09 -0.07
O -3.172 -0.203 -1.840 0.28 -0.12 -0.02
H 1.374 -1.520 0.693 -0.09 0.01 -0.06
H 3.995 0.939 1.709 0.06 0.01 -0.09
O 1.480 -2.463 0.536 0.08 0.08 0.09
O 4.835 1.266 2.047 -0.16 -0.03 0.07
H -2.368 1.238 -0.373 -0.39 -0.69 0.32
H -0.663 0.144 1.865 0.28 0.61 -0.14
H 0.151 0.443 -3.103 0.21 -0.01 -0.11
H -0.485 0.011 -1.818 0.13 -0.03 0.18
H -2.835 -0.769 -1.133 -0.25 -0.06 0.09
N -1.563 1.096 0.221 0.81 2.57 -1.41
O -2.489 -0.496 1.450 -0.38 -0.71 0.09
H 4.681 1.349 2.994 0.10 0.03 0.02
```
Positions in Å, forces in eV/Å.

=====

Below is 6 unconnected molecules or ions with the total composition C10H12Cl20O4S2, with properties calculated with wB97M-V/def2-TZVPD.

Its energy above the lowest of the compared OMol25 structures with the same formula, charge and spin is 0.000 eV. As for the LUMO energy: 0.17 eV. The value obtained for the total energy is -10689.19751 a.u.

XYZ file:
```
48
Properties=species:S:1:pos:R:3:forces:R:3
Cl -0.202 -6.590 2.986 0.00 0.00 -0.02
C 1.230 -1.676 -2.589 -0.43 -0.45 0.19
S 1.549 -1.447 0.099 -0.13 0.17 -0.08
Cl 2.198 5.087 -6.314 -0.01 0.01 0.00
C -4.377 -1.855 -0.164 0.21 -0.08 -0.24
H -0.897 -1.791 -2.335 -0.22 0.41 0.11
Cl 4.060 4.186 -0.327 0.01 0.04 0.01
Cl -1.434 6.180 2.572 0.00 0.00 0.00
H -5.343 -2.336 -0.177 -0.32 -0.03 0.34
H 1.190 -2.259 1.100 0.03 -0.17 -0.14
O -0.419 -0.453 -3.911 -0.90 -0.27 0.20
Cl 1.733 2.550 -0.821 0.02 -0.09 0.14
Cl 0.340 6.939 4.717 0.00 0.00 0.00
H -0.308 -2.481 -3.819 -0.18 -0.23 -0.28
H -3.624 -2.620 -0.286 0.17 -0.38 -0.09
Cl 1.244 -7.518 5.304 -0.01 0.01 -0.01
Cl 4.224 1.322 -0.029 -0.02 0.01 0.01
S -1.615 0.500 -3.388 -0.13 -0.16 -1.53
Cl 0.331 4.224 3.740 -0.12 0.01 0.11
C 3.181 2.733 0.168 0.00 0.01 -0.04
H 2.217 -3.162 -1.413 0.17 -0.48 0.05
Cl 3.829 4.879 -3.946 0.01 0.00 -0.02
Cl 2.714 2.896 1.866 0.21 0.10 -0.19
O -2.901 -0.903 -1.713 0.10 -0.76 0.09
O -1.242 0.976 -2.105 0.36 0.74 1.38
Cl 1.379 0.315 2.959 -0.21 -0.24 0.26
H -4.163 -1.364 0.772 -0.19 0.13 0.38
Cl 1.497 6.577 -3.944 0.01 0.00 0.01
Cl -0.899 0.317 4.724 0.00 0.01 0.01
C 1.333 -2.555 -1.336 0.38 0.62 0.25
H -4.889 -1.212 -2.158 -0.11 -0.07 -0.31
H 1.869 -2.101 -3.345 0.46 0.16 -0.31
H -4.517 0.106 -1.017 -0.38 0.39 -0.13
C 2.179 5.063 -4.547 -0.02 -0.02 -0.01
C 0.162 5.922 3.283 0.02 0.00 -0.03
Cl -0.126 -2.135 3.428 -0.09 0.34 -0.13
H 0.457 -3.164 -1.183 -0.25 -0.31 -0.04
Cl 1.406 6.343 2.103 -0.01 0.00 0.00
Cl 0.622 -4.712 5.008 0.05 -0.34 0.14
Cl -1.479 -6.604 5.573 0.00 0.00 -0.01
Cl 1.195 3.710 -3.985 -0.04 0.02 -0.11
C -4.276 -0.901 -1.327 0.38 0.22 0.27
C -0.184 -1.652 -3.139 0.57 -0.23 0.16
H 1.549 -0.674 -2.349 0.17 0.41 -0.10
C 0.048 -6.356 4.721 0.05 -0.01 0.07
C 0.473 -0.635 4.145 0.03 0.13 -0.06
Cl 1.531 -1.034 5.506 0.00 -0.02 0.02
O -2.845 -0.633 -3.106 0.38 0.43 -0.32
```
Positions in Å, forces in eV/Å.